# C31H34N4OPRuS

A molecular structure, C31H34N4OPRuS (ωB97M-V/def2-TZVPD, the OMol25 dataset).

Values from the calculation:
E_HOMO (spin up / spin down), eV: -17.0 / -17.0
Gap between HOMO and LUMO (spin up / spin down), eV: 8.25 / 5.81
Lowest unoccupied orbital energy (spin up / spin down), eV: -8.765 / -11.165
Spin multiplicity: 5
Net charge: +3

The geometry in XYZ format:
```
73
C31H34N4OPRuS (ωB97M-V/def2-TZVPD)
Ru 0.1382 0.0815 0.1872
C -3.3917 -3.5496 1.4067
N -1.9317 -3.6618 1.2855
C -1.2442 -4.8501 1.1102
C 0.0627 -4.5552 1.0221
N 0.1796 -3.1639 1.1468
C -1.0712 -2.6456 1.2934
S -1.5368 -0.9969 1.4219
C 1.4139 -2.5047 1.3603
C 2.4380 -3.2222 1.9577
C 3.6682 -2.6234 2.1563
C 3.8410 -1.3024 1.7703
C 2.7785 -0.6471 1.2001
N 1.5704 -1.2226 0.9769
H -3.7748 -4.5198 1.7094
H -3.8168 -3.2630 0.4473
H -3.6349 -2.8136 2.1678
H -1.7519 -5.7970 1.0542
H 0.9087 -5.1948 0.8568
H 2.2616 -4.2295 2.3026
H 4.4696 -3.1768 2.6270
H 4.7756 -0.7823 1.9182
H 2.8621 0.3883 0.9034
N 1.3777 0.9581 -0.9271
P 2.4217 1.1834 -2.2305
C 3.4087 -0.2997 -2.2859
C 4.7959 -0.1790 -2.3760
C 5.5780 -1.3221 -2.4671
C 4.9822 -2.5738 -2.4620
C 3.5974 -2.6967 -2.3738
C 2.8096 -1.5643 -2.2865
C 1.4302 1.4021 -3.6845
C 1.3316 0.3911 -4.6423
C 0.5155 0.5752 -5.7485
C -0.1973 1.7573 -5.8974
C -0.0989 2.7675 -4.9450
C 0.7134 2.5960 -3.8391
C 3.4111 2.6158 -1.9173
C 3.7952 2.9362 -0.6112
C 4.6363 4.0091 -0.3834
C 5.1031 4.7610 -1.4578
C 4.7288 4.4433 -2.7554
C 3.8787 3.3743 -2.9945
H 5.2657 0.7957 -2.3774
H 6.6522 -1.2322 -2.5487
H 5.5965 -3.4599 -2.5431
H 3.1403 -3.6767 -2.4024
H 1.7264 -1.6637 -2.2606
H 1.9055 -0.5206 -4.5457
H 0.4503 -0.1946 -6.5041
H -0.8198 1.9025 -6.7701
H -0.6383 3.6946 -5.0815
H 0.8167 3.3989 -3.1183
H 3.4328 2.3582 0.2303
H 4.9315 4.2645 0.6247
H 5.7624 5.5995 -1.2788
H 5.0976 5.0296 -3.5855
H 3.5955 3.1310 -4.0100
C -0.2354 3.1773 1.0055
C -0.9731 2.8709 -0.2715
O -1.3321 1.4496 -0.2687
C -2.4356 1.0384 -1.1491
C -1.9258 0.1523 -2.2610
H 0.1577 4.1931 0.9681
H 0.6403 2.5261 1.1448
H -0.8850 3.0923 1.8751
H -0.3880 3.0683 -1.1732
H -1.9143 3.4192 -0.3186
H -2.8791 1.9589 -1.5241
H -3.1604 0.5343 -0.5117
H -1.4220 0.7102 -3.0489
H -2.7526 -0.4072 -2.6962
H -1.2145 -0.6029 -1.8836
```

=====

# C7H12S

C7H12S in the gas phase at a distorted geometry (ωB97M-V/def2-TZVPD, the OMol25 dataset).

Values from the calculation:
E_HOMO, eV: -8.4
Structure (SMILES): C[C@H]1[C@H]2CC[C@H](S)[C@H]12
Gap between HOMO and LUMO, eV: 9.32
Lowest unoccupied orbital energy, eV: 0.881

The geometry in XYZ format:
```
20
C7H12S (ωB97M-V/def2-TZVPD)
C 1.3562 -0.0421 2.2707
C 0.6850 0.6459 1.1695
C 0.7549 0.2163 -0.2777
C 0.6571 -0.7489 -1.4267
C -0.8153 -0.5966 -1.8046
C -1.5384 0.0266 -0.5241
S -1.7866 1.8031 -0.9237
C -0.4916 -0.1115 0.5469
H 1.7789 -1.0211 1.8043
H 0.6280 -0.2865 3.2312
H 2.2280 0.5489 2.6912
H 0.6091 1.7166 1.1016
H 0.5945 1.1839 -0.8446
H 1.5173 -0.4345 -2.0955
H 0.9178 -1.8490 -1.2270
H -0.9984 -0.0753 -2.8093
H -1.1756 -1.6270 -1.9380
H -2.4644 -0.4775 -0.1965
H -1.9745 2.2386 0.3343
H -0.4821 -1.1100 0.9180
```

=====

# C31H26BF6NO2S

2 unconnected molecules or ions with the total composition C31H26BF6NO2S at a distorted geometry (ωB97M-V/def2-TZVPD, the OMol25 dataset).

Values from the calculation:
E_HOMO, eV: -5.9
Gap between HOMO and LUMO, eV: 2.21
Lowest unoccupied orbital energy, eV: -3.637

The geometry in XYZ format:
```
68
C31H26BF6NO2S (ωB97M-V/def2-TZVPD)
C 5.3687 -1.7119 5.6961
C 4.3289 -1.4408 4.6721
C 3.0965 -0.8550 4.8960
C 2.1484 -1.0823 3.8413
C 2.6839 -1.8117 2.7992
B 1.8841 -3.0280 1.8849
C 2.4241 -2.4227 0.4854
C 3.3742 -3.0933 -0.2641
C 4.0353 -2.4409 -1.3021
C 5.1620 -3.1845 -1.9730
F 6.0083 -2.3600 -2.6520
F 5.9105 -3.8830 -1.0583
F 4.6830 -4.1052 -2.8729
C 3.6480 -1.1706 -1.7127
C 2.5621 -0.5989 -1.0491
C 1.7653 0.5447 -1.5560
F 0.4725 0.0582 -1.6941
F 1.6843 1.5755 -0.6562
F 2.1400 1.0573 -2.7504
C 1.9997 -1.1850 0.0739
O 2.3946 -4.3590 2.1386
C 1.3208 -5.1544 2.6189
C 0.1289 -4.1925 2.8262
O 0.5124 -2.9184 2.3046
S 4.3759 -2.1199 3.0612
H 5.2459 -0.9984 6.5194
H 5.2003 -2.7169 6.1065
H 6.3849 -1.6697 5.2932
H 2.8369 -0.3823 5.8414
H 1.1247 -0.7430 3.9081
H 3.6399 -4.1117 -0.0049
H 4.1397 -0.6562 -2.5244
H 1.2267 -0.6743 0.6314
H 1.0310 -5.9238 1.8781
H 1.6110 -5.6470 3.5588
H -0.7448 -4.5398 2.2486
H -0.1397 -4.1228 3.8978
C -6.1601 4.2637 1.0087
N -5.0632 3.6093 0.3141
C -3.7600 4.0381 0.3118
C -3.0298 3.2705 -0.6493
C -1.6874 3.3480 -1.0329
C -1.3363 3.1882 -2.4506
C -1.0272 1.8834 -2.8893
C -0.5336 1.5829 -4.1521
C -0.4878 2.5954 -5.1078
C -0.9223 3.8925 -4.7625
C -1.3297 4.1959 -3.4571
C -3.9849 2.2825 -1.1856
C -3.8973 1.1883 -2.0336
C -4.9561 0.2810 -2.1481
C -6.1481 0.4757 -1.4397
C -6.3029 1.6272 -0.6474
C -5.2298 2.5137 -0.5474
H -6.9085 3.5296 1.3117
H -5.7434 4.7833 1.8749
H -6.6577 4.9880 0.3494
H -3.4147 4.8654 0.9432
H -0.9610 3.7590 -0.3236
H -1.1833 1.0960 -2.1588
H -0.2024 0.5688 -4.3868
H -0.1114 2.3628 -6.1019
H -0.9251 4.6761 -5.5303
H -1.6828 5.2013 -3.1959
H -3.0095 1.0206 -2.6163
H -4.8296 -0.5985 -2.7718
H -6.9518 -0.2561 -1.5119
H -7.2311 1.8359 -0.1250
```

=====

# C4H11N2O

A gas-phase ion, C4H11N2O (charge +1) at a distorted geometry (ωB97M-V/def2-TZVPD, the OMol25 dataset).

Values from the calculation:
E_HOMO, eV: -15.1
Structure (SMILES): CC[NH2+]CC(N)=O
Gap between HOMO and LUMO, eV: 12.00
Lowest unoccupied orbital energy, eV: -3.069
Net charge: +1

The geometry in XYZ format:
```
18
C4H11N2O (ωB97M-V/def2-TZVPD)
C -2.4065 -0.8734 1.0758
C -1.2077 0.0525 0.7285
N -0.1584 -0.7538 -0.0795
C 1.1671 0.1034 0.1443
C 1.5312 0.5649 -1.3146
N 2.3939 1.6360 -1.3456
O 1.0002 -0.1342 -2.2026
H -2.0080 -1.7525 1.6093
H -3.2044 -0.6101 1.7272
H -2.9624 -1.2999 0.2488
H -0.7707 0.4675 1.7069
H -1.5425 0.8113 0.0396
H -0.3641 -0.5597 -1.0785
H -0.0347 -1.7852 0.1371
H 1.0328 0.7367 1.0101
H 1.9747 -0.6083 0.3848
H 2.9017 1.9265 -0.5764
H 2.6579 2.0785 -2.2151
```

=====

Taking the records one at a time from the top gives ΔE to the lowest compared entry with this formula, charge and spin values of 0.467, 4.391, 0.000, 1.780 eV.